Model A:
# C3H8

2 unconnected molecules or ions with the total composition C3H8 (wB97M-V/def2-TZVPD, OMol25).

Each line ends with the Löwdin charge.
Positions of all 11 atoms, in Å:
C1 -0.137 -1.313 0.861  -0.144
C2 -0.697 -0.450 -0.125  -0.205
C3 0.520 1.212 -0.556  -0.106
H1 0.489 -2.145 0.565  0.044
H2 -0.398 -1.182 1.904  0.044
H3 0.421 -0.061 0.335  0.089
H4 -1.531 0.188 0.152  0.097
H5 -0.677 -0.751 -1.169  0.099
H6 1.020 1.720 0.280  0.032
H7 -0.257 1.866 -0.960  0.026
H8 1.247 0.951 -1.331  0.025

As for the charge: 0. As for the molecular weight: 44.10 g/mol. As for the orbital gap: 8.05 eV. As for the LUMO energy: 0.0413 hartree. The HOMO energy comes out at -0.2546 Ha.

=====

Model B:
# C3H8

2 unconnected molecules or ions with the total composition C3H8 (wB97M-V/def2-TZVPD, OMol25).

Each line ends with the Löwdin charge.
Positions of all 11 atoms, in Å:
C1 1.418 -1.454 -1.748  -0.049
H1 1.733 -2.471 -1.519  0.014
H2 0.646 -1.228 -1.013  0.005
H3 0.923 -1.351 -2.711  0.014
H4 2.272 -0.791 -1.660  0.013
C2 -0.882 0.752 1.824  -0.090
C3 -1.413 1.692 1.062  -0.088
H5 -1.528 -0.035 2.208  0.045
H6 0.165 0.686 2.101  0.046
H7 -2.329 1.509 0.511  0.044
H8 -1.005 2.691 0.946  0.044

As for the charge: 0. As for the molecular weight: 44.10 g/mol. As for the SMILES: C=C.C. As for the orbital gap: 10.96 eV. As for the LUMO energy: 0.0427 hartree. The HOMO energy comes out at -0.3602 Ha.

=====

We find model B to be the most stable, with the next structure 363.1 kJ/mol higher.

=====

Model A:
# C2H2O3

2 unconnected molecules or ions with the total composition C2H2O3 (wB97M-V/def2-TZVPD, OMol25).

Each line ends with the Löwdin charge.
Positions of all 7 atoms, in Å:
C1 1.270 0.022 -0.459  -0.062
C2 -0.701 -0.085 0.443  -0.278
O1 2.112 0.272 0.273  0.087
O2 -1.540 0.919 0.123  0.024
O3 -1.712 -0.448 -0.337  0.027
H1 1.403 -0.320 -1.484  0.099
H2 -0.833 -0.360 1.441  0.103

As for the charge: 0. As for the molecular weight: 74.03 g/mol. As for the orbital gap: 9.68 eV. As for the LUMO energy: 0.0165 hartree. The HOMO energy comes out at -0.3394 Ha.

=====

Model B:
# C2H2O3

C2H2O3 in the gas phase (wB97M-V/def2-TZVPD, OMol25).

Each line ends with the Löwdin charge.
Positions of all 7 atoms, in Å:
C1 1.082 0.564 -0.023  -0.104
C2 -0.616 0.096 -0.013  -0.409
O1 2.033 -0.161 -0.032  0.082
O2 -1.650 0.660 0.033  0.122
O3 -0.620 -1.266 0.028  0.089
H1 1.269 1.687 -0.065  0.128
H2 -1.498 -1.581 0.072  0.092

As for the charge: 0. As for the molecular weight: 74.03 g/mol. As for the SMILES: O=CC(=O)O. As for the orbital gap: 10.05 eV. As for the LUMO energy: -0.0087 hartree. The HOMO energy comes out at -0.3781 Ha.

=====

Model C:
# C2H2O3

2 unconnected molecules or ions with the total composition C2H2O3 (wB97M-V/def2-TZVPD, OMol25).

Each line ends with the Löwdin charge.
Positions of all 7 atoms, in Å:
C1 3.890 -0.001 0.005  -0.464
C2 0.288 -0.128 0.033  0.001
O1 4.085 1.126 -0.019  0.209
O2 3.731 -1.133 0.031  0.203
O3 -0.958 0.252 0.031  -0.056
H1 0.270 -1.173 -0.352  0.008
H2 -1.053 1.169 0.346  0.098

As for the charge: 0. As for the molecular weight: 74.03 g/mol. As for the orbital gap: 9.54 eV. As for the LUMO energy: 0.0215 hartree. The HOMO energy comes out at -0.3292 Ha.

=====

Model D:
# C2H2O3

C2H2O3 in the gas phase (wB97M-V/def2-TZVPD, OMol25).

Each line ends with the Löwdin charge.
Positions of all 7 atoms, in Å:
C1 1.485 0.526 -0.046  -0.158
C2 0.544 -0.773 0.002  -0.482
O1 2.676 0.477 0.005  0.103
O2 1.091 -1.848 -0.003  0.127
O3 -0.745 -0.497 -0.120  0.130
H1 0.839 1.526 -0.206  0.154
H2 -1.134 -1.341 0.106  0.125

As for the charge: 0. As for the molecular weight: 74.03 g/mol. As for the SMILES: O=CC(=O)O. As for the orbital gap: 10.02 eV. As for the LUMO energy: -0.0110 hartree. The HOMO energy comes out at -0.3793 Ha.

=====

We find model D to be the most stable, with the next structure 36.0 kJ/mol higher.

=====

Model A:
# C2H2O3

A molecular structure, C2H2O3 (wB97M-V/def2-TZVPD, OMol25).

Each line ends with the Löwdin charge.
Positions of all 7 atoms, in Å:
C1 0.815 -0.044 0.050  -0.228
C2 -0.594 0.304 0.066  -0.264
O1 0.236 -1.295 0.049  -0.078
O2 -1.759 0.297 -0.735  0.137
O3 -1.665 0.427 0.686  0.175
H1 1.421 0.102 -0.923  0.146
H2 1.546 0.210 0.806  0.112

As for the charge: 0. As for the molecular weight: 74.03 g/mol. As for the orbital gap: 10.71 eV. As for the LUMO energy: 0.0257 hartree. The HOMO energy comes out at -0.3680 Ha.

=====

Model B:
# C2H2O3

2 unconnected molecules or ions with the total composition C2H2O3 (wB97M-V/def2-TZVPD, OMol25).

Each line ends with the Löwdin charge.
Positions of all 7 atoms, in Å:
C1 -1.496 -0.180 0.038  -0.111
C2 2.080 0.239 -0.078  -0.407
O1 1.760 -0.672 0.648  0.133
O2 2.198 1.099 -0.806  0.237
O3 -0.782 0.708 -0.364  0.005
H1 -1.142 -0.974 0.614  0.050
H2 -2.619 -0.221 -0.052  0.093

As for the charge: 0. As for the molecular weight: 74.03 g/mol. As for the SMILES: O=C=O.C=O. As for the orbital gap: 11.12 eV. As for the LUMO energy: 0.0245 hartree. The HOMO energy comes out at -0.3840 Ha.

=====

Model C:
# C2H2O3

A molecular structure, C2H2O3 (wB97M-V/def2-TZVPD, OMol25).

Each line ends with the Löwdin charge.
Positions of all 7 atoms, in Å:
C1 0.960 -0.966 -0.958  0.198
C2 -0.560 -0.093 0.717  -0.294
O1 -1.108 -0.342 1.741  0.216
O2 -0.330 1.708 0.155  -0.080
O3 -0.184 -0.679 -0.373  0.005
H1 0.746 -1.358 -1.871  -0.006
H2 0.476 1.730 0.589  -0.038

As for the charge: 0. As for the molecular weight: 74.03 g/mol. As for the orbital gap: 9.00 eV. As for the LUMO energy: -0.0400 hartree. The HOMO energy comes out at -0.3707 Ha.

=====

We find model B to be the most stable, with the next structure 561.7 kJ/mol higher.

=====

Model A:
# H2N3O2S

A gas-phase ion, H2N3O2S (charge -1) (wB97M-V/def2-TZVPD, OMol25).

Each line ends with the Löwdin charge.
Positions of all 8 atoms, in Å:
N1 0.001 -1.327 -0.745  -0.029
N2 0.176 -0.266 -0.083  -0.357
N3 -0.790 0.482 0.324  -0.775
O1 1.521 0.420 -0.294  -0.081
O2 -0.632 1.717 0.560  -0.218
S1 -2.229 -0.248 0.675  0.389
H1 0.449 -2.165 -0.435  -0.004
H2 1.504 1.387 -0.001  0.074

As for the charge: -1. As for the molecular weight: 108.10 g/mol. As for the orbital gap (spin up / spin down): 7.27 / 7.27 eV. As for the LUMO energy (spin up / spin down): 0.1493 / 0.1493 hartree. The HOMO energy (spin up / spin down) comes out at -0.1177 / -0.1178 Ha.

=====

Model B:
# H2N3O2S

2 unconnected molecules or ions with the total composition H2N3O2S (wB97M-V/def2-TZVPD, OMol25).

Each line ends with the Löwdin charge.
Positions of all 8 atoms, in Å:
N1 -1.108 -0.374 0.125  0.020
N2 -0.321 0.696 -0.156  -0.446
N3 0.860 0.397 -0.572  -0.192
O1 -0.806 1.854 -0.023  -0.117
O2 1.806 1.185 -0.929  -0.157
S1 1.205 -2.200 0.485  -0.017
H1 -1.329 -0.539 1.113  0.081
H2 -0.307 -1.020 -0.043  -0.171

As for the charge: -1. As for the molecular weight: 108.10 g/mol. As for the orbital gap (spin up / spin down): 5.45 / 5.36 eV. As for the LUMO energy (spin up / spin down): 0.0588 / 0.0568 hartree. The HOMO energy (spin up / spin down) comes out at -0.1414 / -0.1402 Ha.

=====

We find model A to be the most stable, with the next structure 139.9 kJ/mol higher.